No. 1
Formula: C19H15N3O3Pt
Source: OMol25
Level of theory: ωB97M-V with the def2-TZVPD basis set

Structure (XYZ):
```
41
Properties=species:S:1:pos:R:3:mulliken_charge:R:1
Pt 0.947 0.534 -0.148 0.6108
O -3.020 -2.158 -2.530 -0.6572
C -2.152 -3.128 -2.199 0.3366
C -2.535 -4.445 -2.461 -0.6699
C -1.697 -5.494 -2.147 -0.3141
C -0.453 -5.259 -1.566 -0.7683
C -0.070 -3.960 -1.305 -0.4281
C -0.901 -2.879 -1.610 0.2992
C -0.443 -1.516 -1.284 0.8548
O 0.662 -1.392 -0.610 -0.5982
N -1.157 -0.500 -1.704 -0.8016
N -0.615 0.712 -1.294 -0.0605
C -1.365 1.756 -1.302 0.0055
C -1.010 3.043 -0.752 0.5499
C -1.989 4.049 -0.843 -0.6904
C -1.811 5.294 -0.292 -0.6984
C -0.607 5.570 0.364 -0.3462
C 0.381 4.621 0.457 -0.4633
C 0.216 3.328 -0.080 0.5380
O 1.225 2.495 0.020 -0.9480
H -2.588 -1.293 -2.341 0.5306
H -3.501 -4.610 -2.919 0.4202
H -2.012 -6.507 -2.361 0.3626
H 0.203 -6.083 -1.320 0.4071
H 0.892 -3.749 -0.858 0.4427
H -2.367 1.630 -1.704 0.3486
H -2.908 3.821 -1.371 0.3234
H -2.586 6.044 -0.365 0.3958
H -0.448 6.546 0.806 0.3637
H 1.324 4.835 0.944 0.4230
C 3.431 -0.228 3.950 -0.0752
C 2.523 0.812 3.835 -0.7357
C 1.769 0.914 2.682 0.1019
N 1.881 0.035 1.680 -0.3127
C 2.750 -0.975 1.793 0.1776
C 3.541 -1.142 2.913 -0.7577
H 4.047 -0.324 4.834 0.3866
H 2.396 1.540 4.623 0.3737
H 1.049 1.708 2.538 0.3242
H 2.773 -1.669 0.964 0.3749
H 4.225 -1.976 2.966 0.3739
```

The value obtained for the energy relative to the best compared isomer or geometry (same formula, charge and spin) is 0.784 eV.

---

No. 2
Formula: C3H8NO2
Source: OMol25
Level of theory: ωB97M-V with the def2-TZVPD basis set

Structure (XYZ):
```
14
Properties=species:S:1:pos:R:3:mulliken_charge:R:1
O 1.959 0.475 1.358 -0.6741
C 1.509 -0.696 1.551 -0.0869
H 2.176 -1.570 1.313 0.1670
H 0.766 -0.899 2.364 0.1998
C -0.235 0.073 -0.133 -0.2443
O 0.186 -1.189 0.233 -0.6455
C -1.364 -0.040 -1.152 -0.3884
N -1.823 1.291 -1.607 -0.5724
H -0.594 0.677 0.751 0.1983
H 0.610 0.654 -0.573 0.1180
H -1.007 -0.689 -1.939 0.2433
H -2.190 -0.565 -0.663 0.2823
H -1.044 1.785 -2.067 0.2111
H -2.585 1.260 -2.252 0.1917
```

As for the total charge: -1. The value obtained for the energy relative to the best compared isomer or geometry (same formula, charge and spin) is 2.874 eV.

---

No. 3
Formula: C13H7F13N3O2PPbS
Source: OMol25
Level of theory: ωB97M-V with the def2-TZVPD basis set

Structure (XYZ):
```
41
Properties=species:S:1:pos:R:3:mulliken_charge:R:1
N 5.780 -0.316 1.643 -0.5668
C 4.742 0.140 1.427 -0.0726
C 3.394 0.608 1.118 0.4970
P 2.768 0.272 2.802 0.2999
O 3.578 1.336 3.757 -0.5504
O 1.241 0.602 2.994 -0.4515
C 2.648 -0.256 0.026 1.9928
C 2.023 -1.382 0.787 -0.6811
N 1.451 -2.274 1.240 -0.4116
C 1.552 0.631 -0.594 -0.9226
C 0.755 -0.136 -1.643 -1.5164
C -0.432 0.629 -2.192 0.8245
F -1.024 -0.120 -3.146 -0.2760
F -0.012 1.773 -2.774 -0.3203
C -1.530 1.032 -1.168 0.3521
F -0.993 1.968 -0.339 -0.2930
F -2.538 1.610 -1.817 -0.2523
C -2.034 -0.138 -0.268 0.7027
F -2.018 -1.303 -0.919 -0.2892
F -1.095 -0.258 0.735 -0.2648
C -3.387 0.078 0.466 0.4296
F -3.479 -0.923 1.355 -0.2903
F -3.267 1.232 1.148 -0.2826
C -4.732 0.137 -0.342 0.6564
F -5.691 -0.214 0.535 -0.2715
F -4.975 1.388 -0.735 -0.2450
C -4.887 -0.824 -1.552 0.6301
F -4.036 -0.523 -2.529 -0.2046
F -6.123 -0.711 -2.012 -0.2404
F -4.684 -2.077 -1.152 -0.2410
N 3.623 -0.702 -0.944 -0.7828
C 3.621 -1.855 -1.383 0.4483
S 3.577 -3.258 -2.005 -0.2339
H 3.378 1.677 0.882 0.6857
H 3.075 2.140 3.998 0.3623
H 0.660 -0.182 2.927 0.4154
H 0.930 0.974 0.232 0.4348
H 2.076 1.482 -1.033 0.6499
H 1.407 -0.333 -2.498 0.5763
H 0.441 -1.114 -1.276 0.5362
Pb 4.787 -1.014 4.155 1.1669
```

As for the total charge: +2.

---

No. 4
Formula: C4H26O11
Source: OMol25
Level of theory: ωB97M-V with the def2-TZVPD basis set

Structure (XYZ):
```
41
Properties=species:S:1:pos:R:3:mulliken_charge:R:1
O 1.808 -2.603 0.417 -0.9354
C 1.706 -1.327 0.174 -1.0024
C 0.443 -0.575 0.498 0.5717
C -0.813 -1.367 0.142 -0.5059
C -2.141 -0.634 0.402 -0.3505
O -2.631 0.031 -0.833 -0.5757
H 2.562 -0.797 -0.254 0.7480
H 0.434 -0.349 1.578 0.1879
H 0.380 0.407 0.034 -0.2872
H -0.793 -1.673 -0.902 0.3408
H -0.834 -2.293 0.717 0.2834
H -2.066 0.164 1.122 0.2785
H -2.904 -1.345 0.707 0.3984
H -3.586 0.123 -0.825 0.1966
H 0.674 -3.763 3.282 0.2394
H 0.997 -2.880 1.957 0.3157
O 0.618 -2.880 2.889 -0.6921
H 0.835 3.003 0.432 0.3893
H -0.699 3.101 0.375 0.4113
O 0.051 3.185 0.998 -0.7737
H -0.109 2.097 2.356 0.4073
H -0.649 2.213 3.839 0.2581
O -0.315 1.575 3.192 -0.6779
H -1.422 -0.957 -3.669 0.2978
H -1.858 -0.126 -2.407 0.3512
O -1.358 -0.089 -3.254 -0.7450
H 0.343 0.535 -3.064 0.3538
H 1.775 -0.125 -2.835 0.3879
O 1.280 0.722 -2.840 -0.6988
H -1.017 -0.117 3.425 0.3657
H -0.756 -1.718 3.272 0.3873
O -1.434 -1.012 3.389 -0.6857
H 3.376 -1.936 -2.898 0.2744
H 2.465 -1.912 -1.607 0.2954
O 2.493 -1.710 -2.584 -0.7193
H 1.589 1.881 -1.651 0.3845
H 2.284 3.300 -1.429 0.2686
O 1.849 2.559 -0.974 -0.6573
H -0.915 2.487 -1.704 0.3127
H -2.017 1.667 -0.914 0.4576
O -1.622 2.564 -1.025 -0.8562
```

As for the expectation value of S²: 0.75. As for the total charge: -1. As for the spin multiplicity: 2.

---

No. 5
Formula: H16O8
Source: OMol25
Level of theory: ωB97M-V with the def2-TZVPD basis set

Structure (XYZ):
```
24
Properties=species:S:1:pos:R:3:mulliken_charge:R:1
O 0.169 -1.582 -2.119 -0.6493
H 0.650 -1.089 -1.456 0.2695
H 0.692 -2.372 -2.258 0.2964
O -0.264 2.916 -0.029 -0.6235
H 0.068 2.106 -0.417 0.3660
H 0.511 3.338 0.343 0.2823
O -2.648 -0.305 1.737 -0.6210
H -2.434 -0.407 2.664 0.2713
H -2.174 -1.014 1.302 0.3730
O 1.269 -0.494 1.097 -0.6506
H 0.749 -1.212 1.459 0.2544
H 2.117 -0.567 1.535 0.3122
O -0.239 0.399 -0.213 -1.0273
H -0.767 -0.398 -0.162 0.3440
H 0.452 0.271 0.437 0.5189
O -1.377 -1.288 0.134 -0.5608
H -1.306 -2.130 0.583 0.3651
H -2.041 -1.430 -0.540 0.3157
O 2.459 1.579 0.965 -0.6606
H 1.852 0.896 1.252 0.4614
H 2.986 1.161 0.284 0.2869
O -0.365 0.855 -2.397 -0.8165
H -0.264 0.762 -1.449 0.5029
H -0.094 0.008 -2.751 0.3895
```

The value obtained for the energy relative to the best compared isomer or geometry (same formula, charge and spin) is 8.212 eV.

---

No. 6
Formula: C5H17N2
Source: OMol25
Level of theory: ωB97M-V with the def2-TZVPD basis set

Structure (XYZ):
```
24
Properties=species:S:1:pos:R:3:mulliken_charge:R:1
C -0.829 -0.595 -1.940 -0.9684
N 0.266 -0.047 -1.104 0.2260
C 1.451 -0.924 -1.034 -0.9710
C 0.645 1.323 -1.526 -1.0074
H -1.024 -1.618 -1.629 0.3376
H -0.546 -0.561 -2.990 0.3908
H -1.703 0.023 -1.757 0.3836
H 2.078 -0.677 -0.180 0.3550
H 1.135 -1.961 -0.925 0.3742
H 2.044 -0.843 -1.945 0.3661
H 1.418 1.690 -0.860 0.3751
H -0.249 1.946 -1.513 0.3716
H 0.953 1.315 -2.572 0.3983
C -0.559 -1.171 1.927 -0.9908
N -0.742 0.188 1.359 -0.4989
C -0.234 1.250 2.237 -0.9902
H -1.245 -1.839 1.411 0.3451
H 0.474 -1.494 1.848 0.3113
H -0.811 -1.178 2.992 0.3816
H -1.746 0.308 1.248 0.2630
H -0.127 0.057 -0.052 0.5127
H -0.827 1.338 3.149 0.3542
H -0.219 2.206 1.718 0.3245
H 0.789 1.010 2.527 0.3561
```

As for the total charge: +1. The value obtained for the energy relative to the best compared isomer or geometry (same formula, charge and spin) is 0.787 eV.

---

Asked for total energy across the records above, the calculation gives -33806.337, -8824.919, -82840.905, -27093.727, -16633.799, -8434.587 eV in order.